DFT (ωB97M-V/def2-TZVPD) results for a structure of composition C19H22N4O4.

Results
M   370.41 g mol⁻¹
Spin multiplicity   1
Relative energy (zero: lowest compared OMol25 entry of this formula, charge and spin)   1331.1 kJ/mol
Total charge   0
Maximum force   17.73 eV/Å

CARTESIAN COORDINATES (ANGSTROEM)
C  3.052  -0.908  2.921
C  3.419  -1.644  1.538
H  4.224  -2.297  1.699
H  3.640  -1.047  0.727
O  2.588  -2.620  1.065
C  2.346  -3.777  1.947
O  3.080  -4.075  2.967
C  1.098  -4.672  1.257
H  1.345  -5.744  1.390
H  0.949  -4.304  0.271
C  -0.340  -4.418  2.230
C  -0.720  -3.035  2.016
H  0.296  -2.123  2.151
H  -1.569  -2.704  2.812
C  -1.240  -2.651  0.556
C  -1.677  -1.119  0.686
O  -2.732  -0.658  0.725
C  -0.600  -0.162  0.309
C  -0.887  1.140  -0.196
N  0.422  1.621  -0.275
C  1.464  0.516  -0.328
O  2.535  0.630  -0.260
N  0.591  -0.532  0.148
H  1.078  -1.379  0.495
H  0.594  2.346  -0.919
C  -2.042  2.034  -0.231
N  -2.045  2.491  -1.545
C  -3.077  1.686  -2.538
N  -2.833  2.291  -3.528
C  -2.053  3.460  -3.481
C  -1.745  4.268  -4.503
C  -0.757  5.265  -4.109
C  -0.453  5.441  -2.689
C  -0.667  4.522  -1.754
C  -1.556  3.478  -2.158
H  -0.688  4.549  -0.705
H  0.270  6.170  -2.553
H  -0.558  6.210  -4.492
H  -2.019  4.242  -5.455
H  -3.577  0.758  -2.113
H  -1.884  3.043  0.550
H  -2.917  1.371  0.437
H  -0.499  -2.866  -0.048
H  -2.035  -3.174  0.570
H  -0.963  -5.135  1.874
H  0.063  -4.351  3.137
H  2.968  -1.540  3.696
H  3.984  -0.143  3.102
H  2.127  -0.456  2.601



DFT (ωB97M-V/def2-TZVPD) results for the molecule C4H8N4.

Results
M   112.14 g mol⁻¹
Spin multiplicity   1
Relative energy (zero: lowest compared OMol25 entry of this formula, charge and spin)   164.4 kJ/mol
Total charge   0
SMILES   NC(N)=C1C=NNC1
Maximum force   2.82 eV/Å

CARTESIAN COORDINATES (ANGSTROEM)
C  -1.123  -0.162  0.077
C  0.200  -0.121  0.089
C  1.115  1.027  0.042
C  1.035  -1.283  0.226
H  -2.888  -1.129  -0.098
H  -1.613  -2.064  -0.664
H  -1.267  1.808  0.228
H  -2.405  1.178  -0.749
H  1.213  1.401  1.074
H  0.979  1.868  -0.619
H  3.194  0.681  0.280
H  0.638  -2.281  0.317
N  -1.895  -1.301  -0.069
N  -1.938  1.037  0.140
N  2.443  0.342  -0.311
N  2.311  -1.002  0.035



DFT (ωB97M-V/def2-TZVPD) results for a structure of composition C11H14BN7OPd.

Results
M   377.51 g mol⁻¹
Spin multiplicity   3
⟨S²⟩   2.071
Total charge   +2
Calculated total energy   -1038.1067 a.u.
Maximum force   3.42 eV/Å

CARTESIAN COORDINATES (ANGSTROEM)
C  -2.573  -1.129  -0.030
N  -1.324  -0.752  -0.338
N  -1.195  -0.686  -1.712
C  -2.375  -1.029  -2.266
C  -3.272  -1.317  -1.236
B  0.193  -0.260  -2.317
N  0.485  1.163  -1.719
N  0.532  1.320  -0.348
C  0.768  2.613  -0.073
C  0.868  3.306  -1.293
C  0.690  2.363  -2.299
Pd  0.317  -0.378  0.950
N  1.273  -1.234  -1.725
N  1.386  -1.365  -0.342
C  2.371  -2.259  -0.069
C  2.873  -2.722  -1.289
C  2.163  -2.057  -2.296
H  2.615  -2.481  0.961
H  2.218  -2.102  -3.369
H  3.646  -3.447  -1.406
H  0.188  -0.262  -3.512
H  0.695  2.444  -3.375
H  -2.477  -1.044  -3.338
H  1.047  4.358  -1.412
H  -4.291  -1.624  -1.328
H  0.847  2.958  0.949
H  -2.875  -1.232  1.003
H  2.121  0.200  2.839
C  1.041  0.320  2.968
H  0.645  1.338  3.036
H  -1.848  2.548  4.526
H  0.525  -0.446  3.559
O  -2.873  0.373  6.368
C  -2.431  0.981  5.468
N  -1.973  1.538  4.469



DFT (ωB97M-V/def2-TZVPD) results for the molecule C4H7NO.

Results
M   85.11 g mol⁻¹
Spin multiplicity   1
Relative energy (zero: lowest compared OMol25 entry of this formula, charge and spin)   106.4 kJ/mol
Total charge   0
SMILES   N#CCCCO
Maximum force   1.11 eV/Å

CARTESIAN COORDINATES (ANGSTROEM)
O  1.531  0.502  0.917
C  1.183  0.306  -0.438
C  0.121  -0.781  -0.614
C  -1.164  -0.568  0.225
C  -1.346  0.815  0.682
N  -1.445  1.904  1.061
H  0.977  1.212  1.265
H  2.090  0.001  -0.971
H  0.841  1.245  -0.895
H  0.548  -1.746  -0.321
H  -0.136  -0.845  -1.678
H  -1.149  -1.199  1.119
H  -2.052  -0.847  -0.351